The following is a quantum chemistry calculation of 9 unconnected molecules or ions with the total composition C63H138N6O9, from OMol25.

Geometry as XYZ:
```
216
Properties=species:S:1:pos:R:3:forces:R:3:lowdin_spin:R:1
O -1.1467 0.2001 2.6043 0.4 0.5 1.8 0.000
O -2.9612 -4.6302 2.2823 0.0 0.4 -0.8 0.000
O 5.2367 3.9042 3.8412 -0.5 1.0 -0.1 0.000
O 6.9639 0.0302 -0.8502 1.5 0.7 2.0 0.000
O -2.4324 3.3944 -0.7538 0.2 1.2 1.3 0.120
O -2.2763 1.4581 -4.0177 -2.0 -0.9 0.0 0.000
O -8.5918 0.2481 -0.0919 -0.7 1.4 1.4 0.000
O 0.5368 -7.3545 1.3237 -2.6 -1.5 -0.8 0.000
O -3.7029 -4.0086 -0.5503 -0.8 -0.6 0.7 0.000
N -7.8717 0.3375 -1.2700 -0.5 -0.4 -0.9 0.000
N -2.3206 4.5316 0.0045 0.6 -0.8 2.5 0.631
N -1.2028 1.9670 -4.6526 2.7 0.8 -1.6 0.000
N 6.1213 -0.1302 -1.8772 -2.9 -0.8 -2.7 0.000
N 5.2777 2.7009 4.5091 1.5 -2.2 2.2 0.000
N 1.6496 -6.8492 1.8460 3.7 1.6 2.3 0.000
C 4.3506 -1.4252 -0.4734 1.5 0.1 -0.8 0.000
C -0.9973 -0.0825 1.2474 1.6 -0.3 -0.5 0.000
C 0.1403 -0.0926 -4.4281 -0.4 -2.0 -0.2 0.000
C -5.9329 0.6398 -3.2970 -1.8 -0.6 -0.5 0.000
C -3.9646 -4.2216 -2.8788 0.9 0.2 -1.4 0.000
C -0.9594 6.0365 1.4362 1.0 0.9 0.6 0.004
C -7.7986 1.6958 -1.8449 -0.8 1.4 -1.3 0.000
C -5.0637 -5.4182 3.2600 0.5 0.0 0.4 0.000
C 5.2832 3.6836 6.9095 0.8 2.1 -0.4 0.000
C 4.1722 0.5458 5.0377 -0.1 -0.5 0.0 0.000
C 5.8033 0.0514 -4.3066 -1.8 -1.1 -0.6 0.000
C 4.0511 1.0143 -0.8267 1.4 -0.4 -0.3 0.000
C -1.7083 -3.9782 -1.7757 0.0 0.5 -1.7 0.000
C -2.7304 -5.9311 4.2362 -0.8 -1.1 0.3 0.000
C 4.4017 -5.8220 2.0271 -1.4 0.8 1.4 0.000
C -5.6809 0.0071 -0.2073 0.7 1.0 0.4 0.000
C -1.3651 3.3661 -5.1600 -1.5 0.3 -0.2 0.000
C -3.2056 6.7062 0.8577 0.9 0.2 -0.4 0.008
C -1.2999 3.5804 2.0603 1.1 -0.3 0.4 0.031
C 1.2515 2.0563 -5.0391 -0.3 -0.4 -1.1 0.000
C -9.2411 2.2092 -2.1380 0.1 -0.2 0.3 0.000
C -7.1969 -1.9217 -0.5531 0.2 -0.4 0.5 0.000
C 8.0289 0.2774 -3.4127 0.0 -1.4 0.7 0.000
C 4.0065 -7.1770 2.5981 0.7 -1.1 -0.1 0.000
C 3.0836 -8.5534 0.7654 0.3 -1.8 -2.5 0.000
C 6.0890 1.3665 6.4978 -0.9 0.3 -0.9 0.000
C -6.7254 -0.5573 -1.1057 -0.9 -1.1 -2.2 0.000
C 0.0917 1.3594 -4.2122 1.0 3.8 -0.6 0.000
C 6.4013 2.1095 -3.0957 0.1 0.9 1.1 0.000
C -4.3323 5.4336 -1.0355 0.6 0.2 0.4 0.017
C -1.0859 4.5615 0.9414 -0.9 2.0 -1.7 0.028
C -3.5135 5.2556 0.3649 -3.5 1.8 -1.5 0.062
C -1.6394 4.4014 -3.9859 -0.2 0.0 -1.1 0.000
C 3.6842 1.6938 2.8918 0.3 0.2 0.3 0.000
C 4.2885 0.1611 -4.0237 0.8 -1.6 -0.2 0.000
C 0.1021 4.1999 0.0086 -0.8 -0.1 1.4 0.010
C 0.7073 -4.5824 1.4111 0.2 -0.6 0.8 0.000
C -1.3107 -1.5465 1.0899 -1.8 0.1 -0.2 0.000
C 6.5423 0.5866 -3.1518 1.6 1.5 0.6 0.000
C -3.1180 -4.5749 -1.6970 1.0 0.8 1.0 0.000
C -7.1145 1.6630 -3.2733 0.8 -0.6 1.3 0.000
C 4.0171 1.9303 4.4141 -1.6 0.4 -0.5 0.000
C 3.1771 -4.8938 1.9932 -0.8 -0.9 -1.4 0.000
C 4.7340 0.5530 6.4295 2.3 0.6 0.3 0.000
C 0.4460 0.1562 0.7011 -1.3 0.4 0.8 0.000
C 0.4744 1.7208 -2.7511 -1.1 -0.2 -0.5 0.000
C 3.9654 -0.7249 -2.8139 -1.1 2.0 1.1 0.000
C 6.0255 2.7955 5.8935 -1.6 -0.3 0.2 0.000
C -7.1101 2.8009 -1.0237 1.5 -0.5 0.5 0.000
C -0.2511 3.8791 -6.0503 1.6 0.2 0.5 0.000
C -4.4286 4.5775 1.4614 1.1 -1.5 0.3 0.059
C 1.1093 3.5237 -5.4428 -0.5 0.0 0.8 0.000
C -3.5676 -5.6804 2.9922 -0.8 -0.5 0.4 0.000
C 2.0636 -5.6030 -0.3568 1.9 0.3 0.8 0.000
C 2.2267 -8.9561 3.0627 -0.1 0.5 -0.5 0.000
C -2.6559 3.3909 -6.1145 0.2 -1.2 1.2 0.000
C 1.9194 -5.5361 1.2684 0.1 0.6 -2.1 0.000
C 7.4792 3.3556 5.7234 -1.1 -0.2 -1.5 0.000
C -2.1733 6.8223 1.9353 -0.2 -1.6 0.5 0.000
C -6.3339 -0.7747 -2.5873 2.3 1.9 -0.5 0.000
C 4.6674 -0.2397 -1.4849 -0.5 -1.7 -0.7 0.000
C 2.7373 -7.8866 2.0184 -0.3 1.2 1.4 0.000
C 2.7749 2.5569 5.1674 0.1 0.5 0.6 0.000
H -9.8359 2.3853 -1.2418 -0.1 -0.8 0.1 0.000
H 2.7852 3.6421 5.2698 0.2 0.1 -0.5 0.000
H -1.6144 4.0039 3.0141 -0.9 0.1 -0.4 0.001
H 3.6440 -9.4627 0.9828 0.4 0.1 0.0 0.000
H -1.3894 -4.3049 -2.7655 0.8 0.2 0.0 0.000
H 8.3154 0.3328 -4.4629 -0.1 0.6 0.1 0.000
H 4.0082 -7.3687 3.6711 -0.4 1.2 0.3 0.000
H -6.0258 2.6912 -1.0408 0.4 -0.6 0.0 0.000
H -0.8726 -2.1712 1.8684 0.4 0.2 -0.2 0.000
H 5.0945 4.6292 6.4011 -0.8 0.1 -0.4 0.000
H 8.1796 3.1593 6.5351 -0.4 -0.3 0.1 0.000
H -2.4649 6.4061 2.8997 -0.4 -0.1 0.1 0.000
H -7.8022 1.5633 -4.1131 -0.3 -0.8 0.3 0.000
H -4.8579 -4.8258 -3.0374 0.0 0.2 0.3 0.000
H 1.2783 -9.3859 2.7405 0.0 0.1 -0.2 0.000
H -0.4697 6.6502 0.6801 0.0 -0.2 -0.4 0.000
H -5.5334 -5.0966 2.3304 -0.1 0.1 0.1 0.000
H 3.0763 0.8905 -0.3549 -0.2 -0.2 -0.6 0.000
H -1.8370 2.7113 1.6806 -0.1 0.0 0.5 0.000
H -3.4708 3.0157 -5.4954 -0.5 0.8 0.1 0.000
H -0.0366 4.6221 -0.9867 0.2 0.0 0.1 0.000
H -9.2950 3.2039 -2.5805 0.7 0.0 -0.4 0.000
H -0.1880 4.9672 -6.0628 -0.8 0.2 0.1 0.000
H -1.7440 0.5711 0.7964 0.1 -0.2 -1.1 0.000
H 3.6160 -7.9956 -0.0051 0.5 0.4 0.5 0.000
H -1.0871 4.3277 -3.0491 0.0 -0.9 0.2 0.000
H 4.7263 1.1281 0.0213 0.1 0.8 0.0 0.000
H -2.6829 7.2285 0.0564 -0.5 0.1 -0.6 0.001
H -8.1064 -2.3424 -0.9819 0.0 0.4 -0.4 0.000
H -4.9986 -0.7254 0.2240 -0.1 -0.1 -0.1 0.000
H 3.3188 2.5492 2.3236 -0.2 0.3 0.4 0.000
H 1.3012 -6.0026 -1.0255 -0.5 -0.2 0.8 0.000
H 0.1387 3.1105 0.0150 0.4 0.1 -0.5 0.000
H -2.3853 3.7741 -1.6343 -0.2 -0.2 -1.4 0.015
H 2.8281 -4.7035 3.0082 0.2 0.0 0.2 0.000
H -3.6121 -6.5607 2.3510 0.7 0.0 -0.3 0.000
H 1.1839 -0.4061 -4.4015 0.0 -0.3 0.4 0.000
H 4.9591 -5.9658 1.1016 -0.4 0.3 -0.2 0.000
H -6.4271 -2.6844 -0.6701 0.3 0.1 -0.4 0.000
H 1.3254 1.4544 -5.9448 0.5 0.0 -0.1 0.000
H -0.2804 -0.5272 -5.3349 0.2 0.9 -0.7 0.000
H 4.5668 1.3922 2.3277 0.3 -0.2 0.3 0.000
H 7.5199 4.4199 5.4915 -0.4 0.2 0.3 0.000
H 7.8259 2.9129 4.7897 0.5 -0.4 0.1 0.000
H 0.5416 -4.2635 2.4402 0.3 0.2 0.2 0.000
H 0.3582 -0.1107 -0.3521 0.6 0.2 -0.1 0.000
H -2.8626 -6.9698 4.5393 0.1 -0.2 0.1 0.000
H -2.8297 -3.9286 2.9242 0.1 0.3 -0.1 0.000
H 3.7607 -0.2035 -4.9050 -0.3 0.1 0.0 0.000
H 6.3795 1.5365 7.5345 0.3 -0.4 0.0 0.000
H -0.0335 -7.2580 2.0898 -0.8 -0.4 -0.4 0.000
H 6.8515 0.8467 5.9176 0.1 -0.4 0.3 0.000
H -1.7545 0.9340 2.7212 0.1 -0.2 0.1 0.000
H 4.1426 1.8400 -1.5324 -0.4 0.3 0.5 0.000
H 0.8848 -3.7176 0.7718 -0.1 0.0 0.1 0.000
H -9.6730 1.5202 -2.8640 -0.5 -0.1 0.4 0.000
H -2.3316 1.6836 -3.0862 0.4 0.4 0.6 0.000
H -1.1711 -1.9494 0.0868 0.3 0.0 0.2 0.000
H -3.9018 4.3274 2.3823 0.6 0.5 0.0 0.001
H -0.4495 3.6589 -7.0993 0.5 -0.8 0.1 0.000
H -9.3570 -0.3045 -0.2670 -0.1 0.0 -0.3 0.000
H -2.9866 -5.6533 -1.6085 -0.4 -0.3 0.0 0.000
H 1.7653 2.2709 4.8727 0.2 -0.2 -1.0 0.000
H 2.1531 1.9954 -4.4296 0.1 -0.5 -0.3 0.000
H 3.9809 -1.8052 -2.9579 0.5 0.1 -0.1 0.000
H -2.6974 2.6201 -6.8841 1.0 -0.2 -0.1 0.000
H -6.7358 2.6650 -3.4747 0.3 0.2 0.3 0.000
H 3.2994 -1.7069 -0.4119 -0.2 0.5 -0.3 0.000
H -1.3370 5.4066 -4.2795 -0.4 0.1 -0.4 0.000
H -2.0280 7.8855 2.1268 0.7 -0.1 -0.1 0.001
H -5.7164 0.5062 -4.3569 0.1 -0.5 -0.1 0.000
H -7.0833 -1.3144 -3.1663 -0.3 0.4 0.2 0.000
H 7.0787 2.4855 -2.3290 -0.1 0.0 0.3 0.000
H 1.4473 1.3493 -2.4296 -0.2 -0.6 -0.1 0.000
H -5.1128 0.7883 -0.7123 0.3 -0.2 -0.2 0.000
H -2.7261 4.3633 -3.9104 -0.1 0.3 0.8 0.000
H -1.6636 -5.7808 4.0709 -0.1 0.2 0.0 0.000
H 7.3782 -0.8328 -0.7783 0.3 0.0 0.3 0.000
H -7.3413 2.7630 0.0408 -0.5 0.3 -0.1 0.000
H 3.4284 -3.9344 1.5408 -0.2 0.1 -0.2 0.000
H -5.5731 -6.3076 3.6309 0.1 -0.3 -0.2 0.000
H 2.2872 -4.6109 -0.7489 -0.2 0.4 0.2 0.000
H -0.2300 -5.0700 1.1432 0.1 0.0 -0.4 0.000
H 1.9453 4.0179 -5.9378 0.2 -0.9 -0.8 0.000
H 4.4109 3.4308 7.5122 0.0 -0.7 -0.5 0.000
H -5.3691 5.7658 -0.9838 0.0 -0.3 0.8 0.001
H 4.9850 -0.4767 6.6840 -0.1 0.0 0.3 0.000
H -0.2572 6.0615 2.2694 0.4 -0.5 -0.1 -0.001
H 1.1757 -0.4544 1.2329 -0.2 -0.4 -0.1 0.000
H 5.4070 2.4565 -2.8149 0.0 -0.1 -0.1 0.000
H 4.0407 0.9323 7.1802 -0.1 0.0 -0.1 0.000
H -1.7665 -2.8898 -1.7689 -0.4 0.2 -0.4 0.000
H 1.2255 4.0874 -4.5171 -0.6 0.3 0.6 0.000
H 2.9887 -6.1235 -0.6048 0.0 -0.3 0.0 0.000
H -3.8805 6.2425 -1.6097 0.4 0.0 0.1 0.000
H 0.7727 1.1791 0.8883 0.0 0.2 -0.4 0.000
H -4.1582 -3.1540 -2.9828 -0.4 0.1 0.7 0.000
H -4.0641 7.3132 1.1451 -0.5 -0.6 -0.5 0.000
H -3.3211 -4.3509 -3.7490 -0.1 -0.5 -0.4 0.000
H 2.7116 2.2332 6.2063 0.6 -0.1 0.2 0.000
H 2.9021 -9.8034 3.1805 0.3 0.2 -0.2 0.000
H 3.2189 0.0339 5.1694 -0.6 0.4 -0.5 0.000
H 6.0081 4.1243 7.5940 0.3 -0.7 0.5 0.000
H 2.0706 -8.5501 4.0622 0.0 0.4 -0.1 0.000
H -7.1555 3.8020 -1.4525 -1.0 0.0 0.0 0.000
H -4.7220 3.5660 1.1806 -0.5 0.2 -0.6 0.001
H -3.2586 -4.4632 0.1690 -0.2 0.3 0.9 0.000
H -3.1384 -5.3729 5.0788 0.4 0.4 0.0 0.000
H 6.1053 -0.9905 -4.4129 -0.5 -0.5 0.3 0.000
H -4.3297 4.5625 -1.6908 -0.1 -0.2 0.4 0.000
H -5.0339 1.1513 -2.9531 0.1 -0.5 0.7 0.000
H 5.7891 3.7429 3.0728 0.1 0.2 -0.1 0.000
H -2.3859 -1.5414 1.2690 -0.3 -0.7 0.0 0.000
H 4.7092 -1.2775 0.5453 0.1 0.3 0.0 0.000
H 2.2638 -8.9346 0.1565 -0.7 0.1 0.5 0.000
H 4.8572 -2.3069 -0.8660 0.1 -0.2 0.1 0.000
H 4.6942 -0.1344 4.3647 0.6 0.2 0.0 0.000
H -2.8271 4.3171 -6.6632 -0.1 0.3 0.7 0.000
H -7.3479 -1.9297 0.5263 -0.1 0.5 0.1 0.000
H 2.9387 -0.4601 -2.5612 -0.6 -0.5 -0.1 0.000
H -0.2895 3.2799 2.3375 0.2 -0.5 -0.2 0.004
H 8.7572 0.7437 -2.7492 -0.2 0.4 -0.2 0.000
H -0.3505 1.2943 -2.1803 0.2 0.2 0.9 0.000
H 0.9689 4.6272 0.5128 0.2 -0.2 -0.3 0.001
H -0.4838 -0.6584 -3.7364 0.4 0.1 0.8 0.000
H 0.5642 2.8012 -2.6388 -0.4 0.1 0.0 0.000
H 3.9212 1.1596 -3.7866 0.4 0.2 -0.3 0.000
H 2.9612 0.8880 2.7653 -0.2 0.0 0.3 0.000
H 5.0746 -5.3610 2.7501 0.4 -0.1 -0.1 0.000
H 4.9560 -7.6609 2.3693 -0.4 -1.4 -0.4 0.000
H -6.2110 0.5550 0.5718 0.1 -0.3 0.4 0.000
H -5.4402 -1.3946 -2.6602 0.2 -0.1 0.2 0.000
H -5.2722 5.1621 1.8284 0.0 0.3 -0.9 0.006
H 8.1081 -0.7858 -3.1856 0.2 -0.3 0.0 0.000
H -5.2110 -4.6963 4.0632 0.0 0.4 -0.2 0.000
H 6.6921 2.6989 -3.9653 0.0 -0.6 -0.5 0.000
H 6.0702 0.3954 -5.3058 0.2 1.0 0.3 0.000
H -0.9083 -4.1351 -1.0522 -0.5 -1.0 0.3 0.000
```
Positions in Å, forces in eV/Å.

Computed properties:
Spin multiplicity ... 2
Charge ... +1
LUMO energy (spin up / spin down) ... -2.0 / -6.4 eV
Gap between HOMO and LUMO (spin up / spin down) ... 7.326 / 2.954 eV